Entry 1:
This record from the OMol25 dataset describes C14H18I2IrN3 as an isolated structure at a distorted geometry. The level of theory is the ωB97M-V functional and the def2-TZVPD basis.

The total energy is -1407.6635 Ha. The LUMO energy (alpha / beta) comes out at -10.10 / -10.12 eV. The HOMO-LUMO gap (alpha / beta) is 4.11 / 4.11 eV. The value obtained for the relative energy (zero: lowest compared OMol25 entry of this formula, charge and spin) is 50.5 kcal per mole. Its total charge is +2.

Atoms and positions in Å:
Ir  -0.12750  0.01540  -0.12610
N  -1.67820  -1.60310  0.35170
C  -3.02640  -1.02420  0.48020
C  -3.13410  0.13430  -0.50340
N  -2.05970  1.11300  -0.20890
H  -1.65130  -2.25050  -0.43930
H  -1.45620  -2.16720  1.17100
H  -3.15920  -0.66830  1.50450
H  -3.81530  -1.75360  0.27430
H  -4.12600  0.59360  -0.44710
H  -2.97640  -0.23270  -1.52120
H  -2.24850  1.55630  0.69460
H  -2.09400  1.85850  -0.90400
N  0.92010  1.53640  1.51150
C  0.49380  2.86080  1.32900
C  -0.03480  3.59450  2.38820
C  -0.38250  4.92020  2.21520
C  -0.19790  5.52660  0.97300
C  0.31470  4.80690  -0.08660
C  0.64360  3.45220  0.04780
C  1.09080  2.69180  -1.11910
C  1.87500  3.36300  -2.07480
C  2.27450  2.76000  -3.24670
C  1.88700  1.45060  -3.52760
C  1.11990  0.76420  -2.60250
C  0.76140  1.33930  -1.38890
H  0.83980  1.22620  2.47820
H  1.88240  1.39700  1.19000
H  -0.13920  3.12730  3.35590
H  -0.77950  5.48430  3.04280
H  -0.46660  6.56130  0.83760
H  0.42250  5.29070  -1.04390
H  2.18950  4.37250  -1.85550
H  2.87770  3.30720  -3.95710
H  2.17880  0.97160  -4.45000
H  0.80940  -0.24250  -2.85390
I  1.87800  -1.72620  -0.08680
I  4.34620  0.42130  0.17180

List of Löwdin charges in e, atom by atom: Ir 0.85; N -0.09; C -0.22; C -0.20; N -0.05; H 0.10; H 0.10; H 0.13; H 0.14; H 0.14; H 0.13; H 0.12; H 0.12; N 0.09; C -0.27; C -0.02; C -0.04; C -0.03; C 0.00; C -0.13; C -0.20; C -0.02; C -0.04; C -0.05; C -0.16; C -0.31; H 0.13; H -0.02; H 0.12; H 0.12; H 0.12; H 0.12; H 0.12; H 0.12; H 0.12; H 0.08; I 0.48; I 0.39

***

Entry 2:
This record from the OMol25 dataset describes an isolated ion of composition C14H18N and charge +1 at a distorted geometry. The level of theory is the ωB97M-V functional and the def2-TZVPD basis.

The total energy is -598.6761 Ha. The LUMO energy comes out at -4.51 eV. The HOMO-LUMO gap is 7.99 eV. The value obtained for the relative energy (zero: lowest compared OMol25 entry of this formula, charge and spin) is 76.3 kcal per mole. As for the SMILES: Cc1ccc([N+]2=C[C@@H]3[C@H](C)[C@]3(C)C2)cc1. Its total charge is +1.

Atoms and positions in Å:
C  4.77352  1.37533  -2.16626
C  3.42424  0.85396  -1.61927
C  2.30200  1.69234  -1.62128
C  1.07024  1.28738  -1.11878
C  0.94393  0.01321  -0.47068
N  -0.14691  -0.34764  0.32348
C  -0.42303  -1.49639  0.92427
C  -1.83119  -1.42164  1.78899
C  -3.02973  -1.29171  0.94197
C  -3.06074  -1.77523  -0.51408
C  -2.31236  -0.01720  1.53469
C  -2.99476  0.94582  2.57445
C  -1.32904  0.63821  0.53930
C  2.10397  -0.75095  -0.39472
C  3.27658  -0.42195  -1.01941
H  4.54576  2.11014  -3.01265
H  5.56903  1.76209  -1.39846
H  5.42852  0.54239  -2.58660
H  2.26664  2.67062  -2.01369
H  0.46847  2.14262  -1.03402
H  0.20616  -2.27486  0.81492
H  -1.90654  -1.97417  2.69572
H  -4.03402  -1.41501  1.47287
H  -4.14314  -2.05770  -0.59635
H  -2.31643  -2.65437  -0.55839
H  -2.91471  -0.96993  -1.24621
H  -3.43383  0.30358  3.42675
H  -3.71729  1.58040  1.99485
H  -2.14682  1.57075  2.99265
H  -1.72433  0.73313  -0.46766
H  -1.03061  1.52387  0.94735
H  2.08253  -1.77430  -0.11095
H  4.03388  -1.10278  -1.02277

List of Löwdin charges in e, atom by atom: C -0.05; C -0.21; C -0.03; C 0.02; C -0.18; N 0.04; C 0.18; C -0.10; C -0.23; C -0.04; C -0.33; C -0.01; C 0.01; C -0.01; C 0.00; H 0.10; H 0.12; H 0.09; H 0.11; H 0.10; H 0.10; H 0.14; H 0.17; H 0.10; H 0.11; H 0.07; H 0.11; H 0.10; H 0.09; H 0.13; H 0.10; H 0.11; H 0.09